# 1
{"formula": "C64H152N13O21", "method": "ωB97M-V/def2-TZVPD", "elements": ["O", "O", "O", "O", "O", "O", "O", "O", "O", "O", "O", "O", "O", "O", "O", "O", "O", "O", "O", "O", "O", "N", "N", "N", "N", "N", "N", "N", "N", "N", "N", "N", "N", "N", "C", "C", "C", "C", "C", "C", "C", "C", "C", "C", "C", "C", "C", "C", "C", "C", "C", "C", "C", "C", "C", "C", "C", "C", "C", "C", "C", "C", "C", "C", "C", "C", "C", "C", "C", "C", "C", "C", "C", "C", "C", "C", "C", "C", "C", "C", "C", "C", "C", "C", "C", "C", "C", "C", "C", "C", "C", "C", "C", "C", "C", "C", "C", "C", "H", "H", "H", "H", "H", "H", "H", "H", "H", "H", "H", "H", "H", "H", "H", "H", "H", "H", "H", "H", "H", "H", "H", "H", "H", "H", "H", "H", "H", "H", "H", "H", "H", "H", "H", "H", "H", "H", "H", "H", "H", "H", "H", "H", "H", "H", "H", "H", "H", "H", "H", "H", "H", "H", "H", "H", "H", "H", "H", "H", "H", "H", "H", "H", "H", "H", "H", "H", "H", "H", "H", "H", "H", "H", "H", "H", "H", "H", "H", "H", "H", "H", "H", "H", "H", "H", "H", "H", "H", "H", "H", "H", "H", "H", "H", "H", "H", "H", "H", "H", "H", "H", "H", "H", "H", "H", "H", "H", "H", "H", "H", "H", "H", "H", "H", "H", "H", "H", "H", "H", "H", "H", "H", "H", "H", "H", "H", "H", "H", "H", "H", "H", "H", "H", "H", "H", "H", "H", "H", "H", "H", "H", "H", "H", "H", "H", "H", "H", "H", "H", "H", "H"], "positions_angstrom": [[2.120, -1.208, -3.704], [2.022, 5.845, 0.146], [1.773, -4.673, -1.294], [1.147, 2.125, 2.774], [-0.997, 1.915, 2.912], [6.238, 5.471, 4.989], [-3.061, 6.514, 1.705], [-4.265, 1.788, 0.246], [-0.122, -5.512, -0.878], [2.113, 0.906, -3.706], [-4.152, -0.258, -0.118], [2.127, 3.879, -0.476], [3.640, -0.137, -2.678], [-3.941, 0.448, 1.938], [3.937, -1.603, 1.895], [0.252, 0.197, 2.993], [3.188, 6.174, -3.646], [0.256, 4.611, 0.187], [4.713, -4.795, -2.351], [-6.642, 3.512, 0.993], [1.229, -5.208, 0.720], [-1.610, -9.104, -0.895], [0.129, 1.431, 2.898], [-2.730, -0.562, 5.646], [5.014, 3.674, -4.012], [4.322, 4.748, 2.660], [0.965, -5.130, -0.497], [2.618, -0.170, -3.344], [-4.203, -1.216, -5.119], [1.417, 4.818, -0.094], [3.901, -3.760, 0.308], [-4.136, 0.641, 0.723], [-3.930, 4.103, 1.741], [-0.398, 0.348, -0.917], [-2.119, -7.744, -0.468], [-3.894, -1.506, 5.474], [5.051, 3.848, 3.525], [-5.163, 4.278, 2.608], [-5.436, -4.618, -6.724], [-2.230, -0.460, 7.064], [2.854, 4.725, 2.921], [-2.715, -9.928, -1.453], [-2.608, 4.302, 2.442], [6.262, 6.091, 6.222], [3.813, -4.235, -3.331], [-2.490, -1.606, 3.544], [-1.233, 2.522, -1.953], [-2.275, 3.617, -1.789], [-3.555, 0.679, 10.622], [-4.588, -5.839, -7.217], [5.243, -4.206, -0.136], [5.855, 4.848, -3.544], [5.461, 2.405, -3.306], [-2.457, -7.071, -1.751], [-1.307, -7.516, -2.745], [1.959, -10.274, 1.882], [-3.640, -1.722, -3.814], [-2.710, 0.612, -5.341], [-0.676, -0.687, 0.188], [3.404, -0.379, 2.419], [-3.096, 0.798, 5.064], [-2.492, 5.811, 2.858], [-5.010, 0.051, -4.752], [-4.474, -3.398, -6.367], [5.421, -3.803, -1.595], [4.522, 4.344, 1.246], [-7.411, 2.692, 0.139], [-2.838, 7.899, 1.703], [5.227, 4.417, 4.988], [4.400, 2.325, -5.978], [0.996, 0.813, -0.736], [-0.386, -1.963, -1.842], [4.395, 2.821, 0.988], [-0.157, -8.944, 1.222], [-3.173, 0.306, 8.107], [3.648, 3.852, -3.528], [2.022, 6.965, -3.328], [-0.032, -1.932, -0.341], [6.835, 1.895, -3.677], [4.234, 7.199, 1.841], [-5.198, -2.243, -5.742], [-3.102, -0.667, -6.031], [4.897, 6.133, 2.771], [5.238, 3.507, -5.432], [-0.619, -8.719, -1.975], [-3.949, -1.746, 3.961], [2.797, 4.924, -4.187], [-1.307, 1.542, -0.778], [-6.157, 3.157, 2.316], [-0.492, -0.441, -2.211], [-3.952, 1.118, -4.522], [3.172, -2.705, 2.352], [-1.642, -1.158, 4.737], [3.692, -4.033, 1.774], [-0.886, -9.845, 0.211], [-3.091, -0.328, 9.532], [0.600, -9.688, 2.238], [-2.609, 4.635, -2.951], [-2.236, 1.280, -6.070], [4.577, 2.858, 3.654], [2.079, -2.599, 2.149], [-6.928, 3.133, 3.109], [-1.889, 0.480, -4.630], [-5.620, -0.171, -3.869], [-0.413, -9.630, -2.513], [-5.632, 5.243, 2.430], [-0.926, -8.337, 1.698], [3.540, -5.043, -3.925], [3.019, -4.862, 1.926], [-2.331, -1.409, -6.186], [-2.899, 5.538, -2.367], [3.927, -2.737, 0.318], [-1.756, -0.779, 0.166], [-1.476, 6.166, 3.001], [-4.509, 1.103, 10.350], [2.566, -9.587, 1.261], [0.355, -2.459, -2.529], [-2.616, -6.009, -1.640], [-3.123, 8.281, 2.699], [-4.038, 1.128, 5.600], [-4.313, -2.412, -3.410], [-0.242, -10.589, -0.280], [-4.299, 2.092, -4.799], [-5.652, -1.620, -6.526], [5.295, -5.305, -0.144], [-2.042, -0.655, 9.820], [-3.661, -3.726, -5.684], [5.386, 6.674, 6.415], [0.289, -0.131, -2.894], [-5.152, -6.754, -7.531], [-3.700, -2.455, 5.994], [2.333, -0.310, 2.301], [-1.381, -2.414, -1.942], [4.395, 8.186, 2.219], [4.951, 4.488, -5.842], [1.907, -11.199, 1.307], [6.409, 5.326, 7.023], [6.936, 1.144, -2.882], [-2.564, 3.630, 3.264], [-3.602, -0.417, -6.965], [-3.869, -6.107, -6.434], [3.309, -2.882, 3.435], [-7.265, 3.221, -0.804], [5.640, 5.176, -2.535], [4.610, 2.239, -7.060], [-0.456, -0.307, 1.165], [1.726, 4.755, -3.888], [0.839, -9.012, 3.053], [-2.457, -0.830, 2.750], [-3.241, 0.721, 3.973], [-2.690, -2.185, -4.002], [-1.308, 1.976, -2.903], [-2.125, -1.502, 7.347], [-1.756, 4.888, -3.650], [7.086, 6.801, 6.319], [-3.338, -10.211, -0.652], [1.657, -0.044, -0.543], [2.357, 7.898, -2.934], [4.365, 2.645, -0.089], [-6.144, -4.393, -7.483], [-0.894, -0.405, 4.523], [3.051, -4.043, -0.250], [4.821, 1.560, -3.500], [-1.816, 8.100, 1.621], [6.051, -3.778, 0.503], [-3.063, 6.090, 3.735], [-2.870, 1.492, 10.797], [-3.407, -0.877, -3.236], [-3.182, -9.304, -2.160], [-8.458, 2.656, 0.466], [5.562, 4.617, 1.056], [4.372, -3.490, -3.904], [4.546, 7.126, 0.851], [1.014, -1.944, -0.207], [4.741, 6.472, 3.805], [-5.600, 2.231, 2.194], [1.429, 6.433, -2.545], [-4.170, 0.295, 7.726], [-3.937, -5.483, -8.060], [-6.990, 1.680, 0.155], [-3.642, 1.264, -3.481], [-3.684, -1.186, 9.542], [3.951, 0.457, 1.945], [-2.137, -2.475, 3.013], [-0.160, -10.449, 2.553], [-2.281, 1.148, -0.683], [-1.286, -7.242, -0.001], [-2.993, -7.920, 0.219], [0.298, -8.459, -1.450], [-5.870, -2.538, -4.947], [-3.986, 4.845, 0.991], [1.445, 7.103, -4.198], [6.855, 1.515, -4.716], [3.101, 2.900, -3.694], [2.553, 4.778, 3.943], [-1.254, 0.025, 6.909], [3.713, 4.018, -2.459], [3.405, 2.528, 1.321], [2.339, 3.822, 2.539], [3.353, 2.447, -5.849], [3.835, 4.883, 0.587], [2.350, 5.507, 2.390], [0.507, -8.273, 0.759], [2.577, -10.472, 2.718], [-4.621, -0.997, 3.501], [-3.234, 3.151, -1.509], [-1.650, -10.380, 0.764], [-5.705, 0.264, -5.561], [5.181, -2.817, -1.919], [6.485, -3.926, -1.796], [-4.739, -1.102, 6.048], [5.577, 3.604, 5.652], [6.034, 3.542, 3.121], [-2.672, 1.291, 8.124], [6.883, 4.644, -3.591], [-1.486, -0.193, -2.694], [5.565, 5.665, -4.206], [-3.645, 0.200, 11.598], [-2.373, -10.849, -1.903], [-4.871, 4.275, 3.661], [-6.057, -4.925, -5.844], [6.322, 3.386, -5.596], [-1.156, -1.990, 5.298], [1.310, 1.209, -1.699], [-3.545, 8.272, 0.976], [-0.232, 2.994, -1.957], [-1.833, 4.008, 1.752], [0.973, 1.644, 0.025], [-3.956, -3.064, -7.288], [5.246, 2.301, 1.341], [-0.924, 2.030, 0.106], [-3.358, 4.243, -3.627], [-1.952, 4.271, -0.950], [-0.574, -6.757, -2.876], [3.508, -0.516, 3.531], [4.591, -4.296, 2.291], [-0.419, -2.770, 0.202], [2.862, 4.970, -5.279], [5.430, 2.610, -2.216], [4.703, 1.424, -5.492], [-2.294, 1.491, 5.363], [-4.240, -2.737, 3.783], [-3.395, -7.459, -2.140], [3.197, 7.250, 1.784], [7.698, 2.506, -3.497], [2.903, -3.866, -2.868], [-3.975, 3.147, 1.272], [5.967, 6.006, 2.732], [4.360, 4.954, 5.421], [-1.740, -7.892, -3.653]], "lowdin_charge": [0.00, -0.04, -0.03, -0.02, -0.01, -0.24, -0.24, -0.07, -0.01, -0.08, -0.01, -0.06, -0.03, -0.04, -0.20, -0.09, -0.20, 0.00, -0.19, -0.22, -0.03, -0.27, -0.58, -0.29, -0.28, -0.27, -0.59, -0.65, -0.24, -0.62, 0.07, -0.56, 0.06, -0.22, -0.12, -0.10, -0.10, -0.09, -0.22, -0.10, 0.03, 0.04, -0.08, -0.13, -0.07, -0.15, -0.16, -0.24, -0.10, -0.11, -0.10, 0.05, -0.18, -0.16, -0.08, -0.09, 0.03, -0.13, -0.07, -0.06, 0.03, -0.12, -0.08, -0.19, -0.19, -0.16, -0.08, -0.08, -0.13, -0.02, 0.02, -0.10, -0.06, -0.22, -0.15, -0.12, -0.06, -0.15, -0.05, -0.02, -0.11, -0.08, -0.11, -0.17, -0.06, -0.13, -0.18, -0.10, -0.16, -0.07, -0.12, -0.21, -0.07, -0.10, -0.09, -0.23, -0.26, -0.07, 0.13, 0.14, 0.14, 0.14, 0.09, 0.15, 0.13, 0.14, 0.12, 0.07, 0.11, 0.14, 0.08, 0.14, 0.11, 0.13, 0.07, 0.09, 0.12, 0.11, 0.10, 0.12, 0.10, 0.15, 0.11, 0.14, 0.15, 0.13, 0.12, 0.08, 0.08, 0.09, 0.14, 0.04, 0.10, 0.09, 0.14, 0.07, 0.11, 0.10, 0.09, 0.14, 0.06, 0.14, 0.10, 0.11, 0.11, 0.10, 0.14, 0.12, 0.08, 0.07, 0.10, 0.10, 0.12, 0.08, 0.10, 0.10, 0.11, 0.09, 0.07, 0.09, 0.09, 0.13, 0.08, 0.07, 0.15, 0.12, 0.07, 0.06, 0.08, 0.09, 0.14, 0.10, 0.06, 0.08, 0.13, 0.09, 0.09, 0.09, 0.08, 0.08, 0.10, 0.08, 0.08, 0.12, 0.13, 0.08, 0.09, 0.17, 0.13, 0.13, 0.18, 0.07, 0.09, 0.12, 0.10, 0.14, 0.12, 0.06, 0.08, 0.07, 0.10, 0.08, 0.09, 0.06, 0.11, 0.09, 0.13, 0.13, 0.11, 0.13, 0.13, 0.14, 0.15, 0.12, 0.09, 0.10, 0.11, 0.08, 0.12, 0.13, 0.12, 0.14, 0.15, 0.08, 0.10, 0.11, 0.10, 0.11, 0.12, 0.06, 0.12, 0.04, 0.09, 0.09, 0.11, 0.12, 0.11, 0.13, 0.14, 0.07, 0.11, 0.10, 0.10, 0.04, 0.07, 0.05, 0.12, 0.13, 0.12, 0.10], "total_charge": 3, "e_homo_ev": -13.0, "orbital_gap_ev": 8.5}


# 2
{"formula": "C3H7NO2", "method": "ωB97M-V/def2-TZVPD", "elements": ["O", "O", "N", "C", "C", "C", "H", "H", "H", "H", "H", "H", "H"], "positions_angstrom": [[-1.758, -0.728, 1.439], [0.071, 0.451, 2.009], [-1.056, -0.112, -1.314], [-0.116, -0.424, -0.276], [-0.729, -0.215, 1.119], [1.271, 0.215, -0.404], [0.125, -1.489, -0.303], [-1.347, 0.848, -1.314], [1.286, 1.304, -0.404], [-0.897, -0.573, -2.189], [1.784, -0.137, -1.302], [-0.555, 0.972, 2.539], [1.923, -0.112, 0.400]], "nbo_charge": [-0.55, -0.70, -0.84, -0.16, 0.78, -0.62, 0.21, 0.37, 0.21, 0.38, 0.21, 0.50, 0.22], "total_charge": 0, "e_homo_ev": -9.3, "relative_energy_ev": 1.032, "smiles": "C[C@H](N)C(=O)O", "orbital_gap_ev": 10.0}


# 3
{"formula": "H18O9", "method": "ωB97M-V/def2-TZVPD", "elements": ["O", "O", "O", "O", "O", "O", "O", "O", "O", "H", "H", "H", "H", "H", "H", "H", "H", "H", "H", "H", "H", "H", "H", "H", "H", "H", "H"], "positions_angstrom": [[1.036, -2.028, 2.205], [-0.331, 0.131, -0.395], [-1.383, -0.941, 1.998], [2.427, 2.653, -1.240], [1.839, 1.527, 1.057], [-0.264, -3.151, -1.154], [-1.736, 1.273, -2.623], [2.214, -1.055, -1.854], [-3.639, 0.636, 0.664], [1.091, 1.687, 1.633], [-2.327, -1.057, 2.106], [1.395, -0.576, -1.727], [2.412, -0.949, -2.784], [0.454, 0.599, -0.109], [-2.953, 0.731, 1.324], [0.198, -1.568, 2.167], [-4.307, 1.272, 0.919], [2.604, 1.628, 1.623], [-0.695, -0.239, 0.409], [-1.061, -0.759, 2.881], [-2.677, 1.194, -2.780], [0.094, -2.297, -0.910], [3.321, 2.971, -1.366], [2.426, 2.284, -0.357], [-0.278, -3.140, -2.111], [-1.524, 0.534, -2.053], [1.665, -1.360, 2.478]], "nbo_charge": [-0.99, -1.02, -1.21, -0.97, -1.15, -0.95, -0.95, -0.95, -0.99, 0.38, 0.47, 0.48, 0.46, 0.49, 0.45, 0.47, 0.46, 0.45, 0.50, 0.32, 0.45, 0.49, 0.45, 0.49, 0.45, 0.50, 0.44], "total_charge": -1, "e_homo_ev": [-0.2, -7.6], "relative_energy_ev": 0.809, "orbital_gap_ev": [3.2, 10.7], "s_squared": 0.75, "spin_multiplicity": 2}


# 4
{"formula": "H2NO5PS", "method": "ωB97M-V/def2-TZVPD", "elements": ["S", "P", "O", "O", "O", "O", "O", "N", "H", "H"], "positions_angstrom": [[1.308, 0.763, -0.036], [-0.405, -1.164, 0.171], [0.783, -0.711, 0.994], [-0.670, -2.510, -0.253], [0.442, 1.795, 0.378], [2.683, 0.827, 0.034], [0.815, 0.080, -1.272], [-1.535, 0.028, 0.156], [-1.141, 0.988, 0.374], [-2.281, -0.095, -0.546]], "nbo_charge": [2.55, 2.45, -1.00, -0.96, -0.92, -0.84, -0.97, -1.20, 0.47, 0.44], "total_charge": 0, "e_homo_ev": -11.7, "relative_energy_ev": 1.090, "orbital_gap_ev": 11.4}


# 5
{"formula": "C2Br2F2S", "method": "ωB97M-V/def2-TZVPD", "elements": ["Br", "Br", "S", "F", "F", "C", "C"], "positions_angstrom": [[-1.476, 2.672, 0.908], [1.695, -1.177, 0.300], [1.234, 1.359, 2.004], [-0.852, -1.772, -0.378], [0.230, -0.691, -1.926], [-0.047, 1.604, 1.151], [0.061, -0.824, -0.610]], "nbo_charge": [0.23, 0.03, 0.25, -0.33, -0.33, -0.45, 0.60], "total_charge": 0, "e_homo_ev": [-7.9, -9.2], "relative_energy_ev": 2.402, "orbital_gap_ev": [7.1, 8.5]}


# 6
{"formula": "C34H43F3N2O2PtS", "method": "ωB97M-V/def2-TZVPD", "elements": ["Pt", "S", "F", "F", "F", "O", "O", "N", "N", "C", "C", "C", "C", "C", "C", "C", "C", "C", "C", "C", "C", "C", "C", "C", "C", "C", "C", "C", "C", "C", "C", "C", "C", "C", "C", "C", "C", "C", "C", "C", "C", "C", "C", "H", "H", "H", "H", "H", "H", "H", "H", "H", "H", "H", "H", "H", "H", "H", "H", "H", "H", "H", "H", "H", "H", "H", "H", "H", "H", "H", "H", "H", "H", "H", "H", "H", "H", "H", "H", "H", "H", "H", "H", "H", "H", "H"], "positions_angstrom": [[-2.354, 0.301, -0.093], [-2.758, 0.571, -2.347], [-1.434, 0.236, -5.056], [-0.617, -1.627, -5.780], [-2.740, -1.447, -5.417], [-1.896, 2.247, 0.538], [-2.027, -0.177, 1.904], [0.387, 0.671, 1.024], [-1.650, -1.368, -1.185], [-1.323, -1.578, -3.538], [-3.130, 3.971, -1.570], [1.479, -1.185, 2.058], [2.509, -3.882, 4.375], [2.535, 1.777, -3.681], [-0.420, -3.209, -2.019], [-0.999, -0.926, 2.105], [-2.321, -4.239, 3.633], [2.625, -4.421, 1.935], [-0.944, -2.476, -0.973], [-2.452, -2.814, 3.086], [-1.457, 5.695, -2.134], [-1.982, 5.267, 0.252], [1.608, 2.786, -1.620], [-1.852, -0.896, -2.436], [-1.802, 4.600, -1.122], [2.829, 4.226, -3.322], [-1.094, -2.233, 2.695], [4.104, 2.619, -1.921], [0.310, -0.431, 1.735], [1.584, 1.864, -0.635], [2.598, -3.282, 2.965], [0.404, 1.630, 0.167], [-3.076, -1.941, 4.186], [-0.798, 2.460, -0.082], [0.082, -2.884, 2.966], [-0.681, 3.565, -1.010], [3.906, -2.497, 2.865], [-0.622, -2.749, -3.314], [-1.530, -1.094, -4.946], [1.390, -2.397, 2.672], [2.762, 2.865, -2.620], [-3.400, -2.879, 1.879], [0.467, 3.655, -1.736], [2.746, -4.023, 0.925], [-3.319, -4.638, 3.821], [-0.575, 6.267, -1.835], [2.526, 0.787, -3.221], [-0.213, -3.292, -4.156], [3.720, 4.265, -3.951], [3.419, -4.443, 4.595], [-2.264, 4.539, 1.011], [-0.809, -2.775, 0.058], [2.415, 1.196, -0.450], [4.240, 3.299, -1.079], [3.327, 1.804, -4.433], [2.889, 5.048, -2.605], [-3.572, -1.898, 1.443], [0.532, 4.448, -2.465], [1.969, 4.395, -3.971], [-1.058, 5.759, 0.565], [1.577, 1.920, -4.187], [-3.468, 3.200, -0.883], [-2.769, 6.022, 0.195], [-3.894, 4.750, -1.614], [0.021, -3.857, 3.434], [-1.773, -4.270, 4.577], [1.672, -4.571, 4.482], [-2.457, -1.959, 5.085], [1.698, -4.999, 1.965], [4.743, -3.145, 3.132], [0.133, -4.115, -1.822], [2.403, -3.098, 5.128], [-1.828, -4.906, 2.922], [4.923, 2.777, -2.625], [4.088, -2.134, 1.852], [-3.182, -0.909, 3.857], [-4.066, -2.324, 4.445], [-3.034, 3.536, -2.567], [-3.009, -3.544, 1.105], [-2.296, 6.388, -2.202], [4.189, 1.597, -1.551], [-1.288, 5.288, -3.134], [-4.367, -3.272, 2.201], [3.454, -5.104, 2.138], [3.909, -1.641, 3.543], [2.429, -0.740, 1.792]], "lowdin_charge": [0.95, 0.69, 0.13, 0.13, 0.15, -0.16, -0.19, 0.18, -0.10, -0.11, -0.06, 0.05, -0.05, -0.04, -0.03, -0.29, -0.07, -0.04, -0.09, -0.53, -0.07, -0.04, -0.15, -0.66, -0.53, -0.06, -0.10, -0.06, -0.20, 0.05, -0.56, -0.19, -0.03, -0.28, 0.04, -0.09, -0.07, 0.01, -0.60, -0.17, -0.56, -0.04, 0.07, 0.09, 0.09, 0.09, 0.08, 0.13, 0.08, 0.08, 0.08, 0.11, 0.12, 0.09, 0.09, 0.09, 0.06, 0.09, 0.08, 0.09, 0.09, 0.06, 0.09, 0.09, 0.09, 0.09, 0.07, 0.09, 0.08, 0.09, 0.11, 0.09, 0.09, 0.08, 0.08, 0.08, 0.09, 0.07, 0.08, 0.09, 0.07, 0.09, 0.09, 0.09, 0.09, 0.11], "total_charge": 0, "e_homo_ev": [-7.6, -7.6], "orbital_gap_ev": [6.0, 6.0]}